Entry 1:
Molecular formula: C30H24N9O2SSeTi
Method: DFT, ωB97M-V/def2-TZVPD

Values from the calculation:
energy relative to the best compared isomer or geometry (same formula, charge and spin) = 65.21 kJ/mol
orbital gap (alpha / beta) = 4.48 / 6.44 eV
E_HOMO (alpha / beta) = -2.82 / -4.51 eV
2S+1 = 3
LUMO level (alpha / beta) = 1.65 / 1.93 eV
⟨S²⟩ = 2.0289
net charge = -1
E_tot = -5450.22028 hartree

Each line ends with the Löwdin spin population.
Atoms and positions in Å:
Se 0.550 -7.564 -2.425  0.07
Ti 0.094 -0.127 -0.112  0.95
S -2.256 3.072 0.149  0.01
O 1.433 0.834 -1.228  0.02
O 3.086 2.356 -1.389  0.01
N -0.830 -6.420 -2.278  0.05
N -1.142 1.146 -1.451  0.00
N 0.603 1.759 0.982  0.00
N 1.769 -6.331 -1.952  0.06
N 1.442 -1.639 -0.682  0.12
N 1.874 2.182 0.526  0.00
N 1.096 -0.788 1.858  0.01
N -1.464 -0.253 1.189  0.00
N -1.144 -1.712 -1.034  0.12
C 1.749 -3.976 -1.359  0.06
C 2.164 1.797 -0.810  0.01
C -2.471 -4.005 -2.004  0.02
C -2.448 2.205 -3.703  0.00
C -3.391 -0.696 2.288  0.00
C 2.979 -4.613 2.378  0.00
C -3.124 -2.788 -1.855  0.09
C -1.968 2.236 -1.319  0.00
C -2.367 -1.316 2.997  0.01
C 2.762 -1.525 -0.659  0.00
C 0.920 -2.847 -1.072  0.13
C 1.112 -5.214 -1.734  -0.01
C -2.426 -1.689 -1.369  0.00
C -0.469 -2.891 -1.249  0.12
C 2.442 -0.826 2.410  0.00
C 4.153 -4.728 3.104  0.00
C -1.544 1.151 -3.836  0.00
C -1.187 -1.024 2.302  0.01
C 3.016 -2.216 2.642  0.00
C 4.200 -2.340 3.366  0.00
C -0.944 0.674 -2.701  0.01
C 3.123 -3.810 -1.287  0.02
C 4.762 -3.584 3.604  0.00
C 3.636 -2.565 -0.952  0.09
C -0.325 -5.264 -1.911  -0.01
C -2.788 -0.047 1.208  0.01
C -1.119 -4.075 -1.714  0.06
C 2.405 -3.367 2.162  0.00
C 0.164 -1.212 2.647  0.01
C -2.658 2.730 -2.461  0.00
H -2.944 -0.750 -1.246  0.00
H 2.115 3.143 0.711  0.00
H -0.163 2.417 0.751  0.00
H 3.157 -0.550 -0.409  0.00
H 3.106 -0.273 1.744  0.00
H 2.463 -0.301 3.372  0.00
H -1.316 0.715 -4.798  0.00
H -3.333 3.557 -2.302  0.00
H 3.770 -4.647 -1.513  0.00
H 4.702 -2.390 -0.911  0.01
H -4.169 -2.681 -2.111  0.01
H 5.672 -3.660 4.187  0.00
H -3.277 0.579 0.480  0.00
H 1.475 -3.293 1.615  0.00
H -2.960 2.605 -4.570  0.00
H 0.619 1.646 1.986  0.00
H 0.404 -1.648 3.620  0.00
H -2.448 -1.905 3.898  0.00
H -0.249 -0.150 -2.795  0.00
H 4.684 -1.446 3.747  0.00
H 4.592 -5.701 3.288  0.00
H -2.984 -4.889 -2.360  0.00
H 2.508 -5.496 1.961  0.00
H -4.442 -0.683 2.529  0.00

=====

Entry 2:
Molecular formula: C30H25AgClN6SSe
Method: DFT, ωB97M-V/def2-TZVPD

Values from the calculation:
energy relative to the best compared isomer or geometry (same formula, charge and spin) = 0.00 kJ/mol
orbital gap = 6.18 eV
E_HOMO = -3.79 eV
2S+1 = 1
LUMO level = 2.39 eV
net charge = -1
E_tot = -4893.58624 hartree

Each line ends with the Mulliken charge.
Atoms and positions in Å:
Ag 0.995 -0.506 -1.813  -0.49
Se -2.622 -0.907 1.998  -0.30
Cl 2.514 -1.996 1.085  -0.40
S -3.587 0.664 -3.233  -0.21
N -0.117 1.055 0.204  0.40
N -1.257 0.048 4.327  0.31
N -1.681 2.603 0.585  0.11
N -1.833 -0.296 -1.657  -0.02
N 0.062 -1.011 2.951  0.36
N 0.122 -2.748 -3.249  0.00
C -2.995 1.672 -1.990  -0.29
C -0.446 1.713 -5.496  -0.62
C 0.852 -0.609 4.014  0.45
C 2.672 -0.168 5.459  -0.67
C 0.361 -2.340 -4.496  0.59
C 0.279 1.855 1.261  0.18
C 0.562 3.625 3.358  -0.54
C -2.062 0.990 -1.260  -0.64
C 0.125 1.399 -4.268  0.38
C 0.470 0.645 6.063  -0.64
C -0.588 3.712 2.593  -1.15
C 1.440 1.796 2.026  -0.18
C 0.098 -0.904 -4.805  1.46
C 2.637 -1.403 -0.763  -0.86
C 1.826 0.515 6.333  -0.64
C -2.564 -0.595 -2.679  -0.29
C 1.053 -4.554 -5.115  -0.39
C 0.413 0.088 -3.849  -1.24
C -1.218 -0.615 3.135  -0.45
C 0.334 -4.015 -2.917  -0.47
C -0.756 0.703 -6.398  -0.56
C -0.707 2.815 1.538  0.58
C -2.416 0.688 4.894  -1.01
C 0.794 -4.966 -3.815  -0.60
C -0.468 -0.608 -6.048  -0.75
C -1.269 1.527 -0.163  -0.09
C 0.007 0.072 4.891  0.52
C 2.204 -0.744 4.285  -0.60
C 1.565 2.686 3.077  -0.57
C 0.839 -3.233 -5.462  -0.81
H -0.192 1.181 6.730  0.44
H 0.412 -1.417 2.084  0.09
H -1.216 0.930 -7.353  0.36
H 2.864 -1.253 3.598  0.36
H 0.355 2.224 -3.598  0.34
H 1.434 -5.255 -5.849  0.38
H 3.531 -0.781 -0.676  0.37
H -1.354 4.446 2.813  0.40
H -2.637 0.268 5.877  0.34
H 0.694 4.299 4.196  0.39
H -0.654 2.749 -5.748  0.35
H 2.445 2.644 3.707  0.44
H 0.957 -5.988 -3.500  0.38
H 2.193 1.051 1.796  0.45
H 2.233 0.952 7.235  0.38
H -0.715 -1.408 -6.739  0.36
H 2.955 -2.351 -1.202  0.34
H -3.252 0.512 4.221  0.24
H 3.725 -0.248 5.696  0.39
H 1.061 -2.878 -6.459  0.46
H -2.236 1.761 4.988  0.35
H 0.142 -4.273 -1.880  0.42
H -3.295 2.702 -1.892  0.38
H -2.584 3.036 0.531  0.25
H -2.502 -1.552 -3.176  0.47

=====

Entry 3:
Molecular formula: C30H25As2Cl3CoN3O16S2
Method: DFT, ωB97M-V/def2-TZVPD

Values from the calculation:
energy relative to the best compared isomer or geometry (same formula, charge and spin) = 33.05 kJ/mol
orbital gap (alpha / beta) = 6.99 / 6.99 eV
E_HOMO (alpha / beta) = -5.80 / -5.79 eV
2S+1 = 2
LUMO level (alpha / beta) = 1.19 / 1.20 eV
⟨S²⟩ = 0.7601
net charge = -1
E_tot = -10557.59688 hartree

Each line ends with the Löwdin spin population.
Atoms and positions in Å:
As 1.451 -4.095 -3.122  0.00
As -0.061 -2.447 -0.088  -0.01
Co -0.035 0.013 0.075  0.98
Cl -2.841 -0.099 4.783  0.00
Cl -0.363 1.366 4.643  0.00
Cl -0.319 -1.482 5.132  0.00
S 2.162 3.560 -0.608  0.00
S 2.329 0.435 -0.634  -0.01
O -0.615 -4.518 -4.953  0.00
O 1.468 1.348 -6.155  0.00
O 4.271 -2.027 -1.797  0.00
O 3.858 -2.878 0.814  0.00
O -0.274 0.177 2.067  0.02
O -3.053 2.214 -7.440  0.00
O -1.762 0.126 -0.838  0.02
O 1.931 0.760 -4.138  0.00
O -3.000 -3.951 -0.781  0.00
O -1.787 -1.463 2.366  0.00
O 4.463 -4.245 -2.119  0.00
O -3.660 1.188 -1.341  0.00
O 1.999 -1.971 1.692  0.00
O -4.623 2.177 -5.971  0.00
O -2.531 -4.198 -3.848  0.00
O -3.077 -2.099 -2.069  0.00
N -3.464 2.051 -6.307  0.00
N 0.299 1.898 -0.046  -0.01
N 1.163 1.141 -4.995  0.00
C 5.687 -1.891 -1.924  0.00
C -1.155 1.578 -5.636  0.00
C -1.144 5.753 0.291  0.00
C -1.332 -4.125 -3.880  0.00
C -0.269 1.218 -4.642  0.00
C -2.479 -3.120 -1.481  0.00
C -0.664 0.936 -3.343  0.00
C -2.533 0.779 -1.602  0.00
C 2.330 -3.297 -1.581  0.00
C -1.154 -0.166 4.253  0.00
C 1.797 -2.906 -0.427  0.00
C 2.691 -2.588 0.732  0.00
C 0.591 4.191 -0.167  0.00
C 1.555 1.937 -0.407  0.00
C -2.023 4.699 0.550  0.00
C -2.006 1.055 -3.010  0.00
C -4.500 -1.978 -1.888  0.00
C -2.484 1.674 -5.271  0.00
C 3.810 -3.276 -1.822  0.00
C 0.170 5.511 -0.072  0.00
C 2.755 -1.425 2.779  0.00
C -0.289 3.136 0.102  0.00
C -1.085 -0.531 2.718  0.00
C -1.384 -5.033 -6.043  0.00
C -1.611 3.382 0.459  0.00
C -0.980 -3.132 -1.681  0.00
C -2.922 1.440 -3.982  0.00
C 1.927 -2.664 -4.385  0.00
C -0.554 -3.832 1.175  0.00
C -0.427 -3.637 -2.787  0.00
H 1.205 -2.668 -5.199  0.00
H 6.190 -2.559 -1.227  0.00
H -1.494 6.774 0.370  0.00
H -1.622 -3.784 1.349  0.00
H -0.825 1.781 -6.642  0.00
H -2.046 -4.263 -6.435  0.00
H -3.961 1.549 -3.710  0.00
H -4.968 -2.190 -2.849  0.00
H -4.690 -0.953 -1.581  0.00
H 6.001 -2.123 -2.941  0.00
H 3.487 -0.720 2.387  0.00
H 2.032 -0.916 3.407  0.00
H -4.845 -2.682 -1.137  0.00
H 2.916 -2.879 -4.788  0.00
H -0.029 -3.620 2.103  0.00
H -0.662 -5.337 -6.795  0.00
H 5.901 -0.853 -1.688  0.00
H -2.285 2.554 0.638  0.00
H 1.933 -1.693 -3.896  0.00
H -1.981 -5.882 -5.716  0.00
H 0.850 6.328 -0.278  0.00
H -0.264 -4.797 0.762  0.00
H -3.049 4.914 0.822  0.00
H 3.262 -2.221 3.322  0.00
H 0.076 0.638 -2.610  0.00

=====

Question: The lowest 2S+1 belongs to which entry?
Answer: C30H25AgClN6SSe

=====

Question: The lowest E_tot belongs to which entry?
Answer: C30H25As2Cl3CoN3O16S2

=====

Question: Number 3 is which compound?
Answer: C30H25As2Cl3CoN3O16S2